[1]
Formula: C7H9NO
Source: OMol25
Level of theory: wB97M-V/def2-TZVPD

The geometry in XYZ format:
```
18
Properties=species:S:1:pos:R:3
O -2.853 -0.044 0.244
N 2.267 0.115 0.557
C -1.558 -0.570 0.522
C -0.739 -1.700 -0.040
C 1.137 0.139 -0.389
C 0.484 -1.257 -0.456
C -0.879 1.720 -0.027
C -1.739 0.549 -0.390
C 0.421 1.447 -0.105
H 1.146 2.234 0.084
H -1.748 0.306 -1.467
H 1.683 0.271 -1.362
H 2.832 -0.717 0.378
H -1.265 -0.340 1.552
H 1.201 -2.031 -0.744
H 1.886 -0.093 1.514
H -1.282 2.738 0.148
H -0.994 -2.768 -0.021
```

Output
ΔE to the lowest compared entry with this formula, charge and spin, kcal per mole: 93.0
SMILES: NC1C=C[C@@H]2O[C@H]2C=C1
Strongest force on any atom, eV/Å: 2.0
Orbital gap, eV: 10.278
Net charge: 0

***

[2]
Formula: C5H7N3O
Source: OMol25
Level of theory: wB97M-V/def2-TZVPD

The geometry in XYZ format:
```
16
Properties=species:S:1:pos:R:3
O -1.183 2.181 -0.086
N 1.125 0.608 -0.247
N 3.384 0.157 -0.144
N -1.257 0.830 0.071
C -0.169 0.040 -0.102
C -2.422 0.052 0.112
C -0.608 -1.259 -0.133
C -2.016 -1.247 -0.044
C 2.226 -0.106 0.269
H 1.296 1.019 -1.252
H -2.663 -2.072 -0.204
H 4.154 -0.330 0.368
H -0.438 2.512 0.631
H -3.409 0.472 0.067
H 1.971 -0.734 1.137
H 0.010 -2.121 -0.442
```

Output
ΔE to the lowest compared entry with this formula, charge and spin, kcal per mole: 67.1
SMILES: [H]/N=C/Nc1cccn1O
Strongest force on any atom, eV/Å: 3.9
Orbital gap, eV: 8.917
Net charge: 0

***

[3]
Formula: C7H12
Source: OMol25
Level of theory: wB97M-V/def2-TZVPD

The geometry in XYZ format:
```
19
Properties=species:S:1:pos:R:3
C -1.009 -0.365 -0.696
C 0.692 0.647 -0.552
C -1.181 2.058 0.470
C 1.718 -0.266 -0.578
C -0.366 0.794 0.460
C -1.520 -1.480 -0.189
C 1.961 -1.309 0.448
H -0.763 2.772 1.181
H -2.219 1.840 0.753
H -1.211 2.543 -0.505
H 1.544 -2.279 0.116
H -0.215 0.291 1.412
H 1.487 -1.079 1.406
H -1.366 -1.786 0.833
H 0.674 1.395 -1.337
H 2.363 -0.271 -1.450
H 3.037 -1.454 0.620
H -1.358 -0.014 -1.657
H -2.266 -2.037 -0.736
```

Output
ΔE to the lowest compared entry with this formula, charge and spin, kcal per mole: 69.3
Strongest force on any atom, eV/Å: 4.6
Orbital gap, eV: 8.504
Net charge: 0

***

[4]
Formula: C2H8N2
Source: OMol25
Level of theory: wB97M-V/def2-TZVPD

The geometry in XYZ format:
```
12
Properties=species:S:1:pos:R:3
N -1.172 3.342 3.864
N 2.195 -3.318 -5.320
C -1.838 2.286 3.108
C 2.346 -4.204 -4.427
H -1.762 4.166 3.808
H -1.252 1.366 3.076
H 1.653 -4.372 -3.607
H 3.188 -4.874 -4.581
H 1.773 -2.440 -5.028
H -0.303 3.595 3.406
H -2.733 1.954 3.638
H -2.094 2.499 2.064
```

Output
ΔE to the lowest compared entry with this formula, charge and spin, kcal per mole: 34.4
SMILES: C=N.CN
Strongest force on any atom, eV/Å: 2.1
Orbital gap, eV: 10.722
Net charge: 0

***

no.,calculated total energy (eV)
1,-10938.783
2,-11813.479
3,-7450.425
4,-5182.247